This record from the Open Molecules 2025 dataset describes a 14-piece molecular cluster, C38H101BN19O21 overall. The level of theory is wB97M-V/def2-TZVPD.

```
180
Properties=species:S:1:pos:R:3:forces:R:3:lowdin_charge:R:1
O 1.541 -2.453 -0.001 -0.1 0.9 -0.3 0.136
C 0.728 -1.579 0.141 0.9 0.7 1.4 -0.326
O 0.916 -0.230 0.214 0.6 -1.7 -0.6 0.206
B -0.360 0.432 0.537 0.1 -1.5 0.5 -0.950
O -1.259 -0.679 0.869 0.1 -0.4 -0.1 0.236
C -0.691 -1.832 0.548 -4.3 -2.3 -1.7 -0.305
O -1.347 -2.886 0.353 2.6 2.8 1.2 0.088
O -0.798 1.233 -0.607 0.3 -2.6 -0.3 0.270
C -0.808 2.452 -0.283 -2.2 3.7 -1.5 -0.432
O -1.176 3.342 -1.045 1.1 -0.7 1.3 0.110
C -0.464 2.566 1.195 2.6 1.6 3.8 -0.291
O -0.233 1.335 1.668 -0.4 0.9 -1.1 0.234
O -0.182 3.543 1.918 -1.3 -1.8 -2.7 0.073
C -2.867 0.526 4.044 0.0 0.0 -1.9 -0.051
C -3.477 1.829 3.437 -0.1 -0.3 0.3 -0.373
C -3.794 1.716 1.926 -0.5 -1.1 -0.3 -0.203
O -4.439 2.836 1.393 -0.3 1.1 -1.1 -0.164
C -4.932 2.635 0.049 0.0 -0.8 0.6 -0.082
N -4.627 2.314 4.213 0.3 0.4 0.4 0.045
H -3.529 -0.320 3.859 -0.3 0.0 0.2 0.073
H -2.566 0.515 5.092 -0.3 0.5 0.0 0.074
H -1.986 0.271 3.454 0.3 -0.1 0.1 0.041
H -2.715 2.607 3.489 0.0 0.3 0.4 0.113
H -4.365 0.803 1.756 -0.8 -0.3 0.2 0.122
H -2.967 1.484 1.255 1.0 0.1 0.5 0.100
H -4.244 2.154 -0.646 0.6 -0.8 0.5 0.078
H -5.160 3.485 -0.596 -0.2 0.9 1.3 0.063
H -5.832 2.029 0.150 -0.1 -0.2 -0.3 0.086
H -4.291 2.381 5.163 0.2 0.6 0.2 0.060
H -5.415 1.700 4.365 0.0 -0.7 -0.9 0.065
C 2.754 1.853 -2.449 -1.0 -1.7 0.6 -0.052
C 2.524 3.329 -2.496 2.2 0.7 1.2 -0.385
C 2.336 4.111 -1.159 -2.3 -0.8 0.6 -0.191
O 2.077 5.457 -1.483 -0.4 0.3 -0.4 -0.205
C 1.499 6.233 -0.424 0.6 0.0 -0.8 -0.053
N 3.738 3.958 -3.047 -1.0 0.5 -1.1 0.044
H 3.630 1.502 -1.904 0.3 0.5 -0.1 0.062
H 2.749 1.355 -3.419 0.4 0.5 -0.4 0.082
H 1.952 1.289 -1.973 -0.4 0.3 0.4 0.072
H 1.680 3.584 -3.136 -0.1 0.2 0.1 0.115
H 3.101 4.049 -0.384 1.0 -0.4 -0.6 0.102
H 1.477 3.755 -0.591 -0.5 -0.3 -0.1 0.100
H 2.306 6.412 0.287 -0.4 0.2 0.5 0.074
H 0.596 5.788 -0.007 0.2 -0.5 0.2 0.074
H 1.181 7.181 -0.859 0.2 0.0 -0.1 0.096
H 4.603 3.620 -2.650 -0.2 -0.2 0.3 0.071
H 3.554 4.904 -2.744 1.1 0.6 -0.6 0.053
C 1.738 -5.355 -2.236 0.1 -0.2 -1.0 -0.063
C 3.115 -4.733 -1.955 -0.4 -3.2 -0.3 -0.459
C 4.286 -5.563 -2.555 -0.4 -0.5 1.6 -0.223
O 4.310 -5.911 -3.914 1.4 -0.3 -1.0 -0.175
C 5.535 -6.680 -4.195 -0.7 1.4 -0.4 -0.082
N 3.230 -3.363 -2.128 0.5 1.9 -0.2 0.064
H 1.042 -5.019 -1.467 -0.3 0.3 -0.4 0.055
H 1.775 -6.443 -2.179 0.1 -0.1 0.1 0.071
H 1.420 -5.144 -3.257 -0.4 0.3 0.1 0.080
H 3.100 -4.982 -0.894 1.2 0.4 0.4 0.112
H 4.254 -6.522 -2.038 0.0 -0.2 0.6 0.111
H 5.212 -5.084 -2.236 0.2 0.3 -0.2 0.114
H 5.459 -7.746 -3.983 -0.3 0.0 0.2 0.082
H 6.406 -6.255 -3.695 -0.2 0.0 0.7 0.076
H 5.820 -6.522 -5.235 -0.6 -0.2 -0.2 0.078
H 3.158 -3.067 -3.091 -0.2 0.0 0.0 0.088
H 2.568 -2.895 -1.526 0.1 0.3 -0.3 0.033
C -2.037 -3.422 -2.781 -0.9 -0.7 -0.1 -0.051
C -3.292 -4.339 -2.706 -1.6 0.4 1.6 -0.364
C -3.925 -4.743 -1.301 2.1 -1.1 0.1 -0.190
O -4.916 -5.740 -1.504 -0.8 0.8 -1.4 -0.214
C -5.687 -6.020 -0.367 1.2 -1.8 0.5 -0.111
N -4.485 -3.675 -3.273 0.4 0.3 -0.7 0.020
H -1.097 -3.822 -2.401 -0.3 -0.3 0.5 0.051
H -2.248 -2.452 -2.331 0.1 0.0 -0.2 0.070
H -1.850 -3.373 -3.853 -0.1 0.7 -0.1 0.070
H -3.054 -5.250 -3.255 0.0 -0.4 0.2 0.124
H -4.331 -3.969 -0.650 0.0 0.7 -0.7 0.105
H -3.147 -5.203 -0.691 0.4 -0.1 0.2 0.109
H -6.217 -5.203 0.122 0.1 0.2 -0.2 0.092
H -4.980 -6.529 0.289 0.1 0.6 1.1 0.084
H -6.319 -6.890 -0.547 -0.6 0.5 -0.7 0.083
H -5.282 -4.201 -2.942 -0.2 0.0 0.0 0.052
H -4.522 -3.764 -4.278 0.2 0.2 -0.3 0.063
C -0.697 4.988 -5.607 -2.5 -1.7 0.4 -0.056
C -1.063 6.314 -4.933 0.2 -2.0 -1.4 -0.494
C -1.081 6.177 -3.445 -0.2 2.2 0.2 -0.151
O -1.445 7.490 -2.856 -1.0 -0.3 -0.2 -0.241
C -2.753 8.143 -3.235 2.0 -1.5 0.1 -0.046
N -0.114 7.250 -5.392 1.2 2.4 0.2 0.043
H 0.211 4.388 -5.542 0.7 1.3 0.3 0.058
H -1.049 4.914 -6.635 0.3 0.4 -0.2 0.080
H -1.383 4.302 -5.111 -0.4 -0.6 -0.1 0.063
H -2.010 6.675 -5.333 -0.8 -0.8 0.4 0.127
H -0.040 6.017 -3.163 0.0 0.0 0.5 0.124
H -1.692 5.366 -3.049 -0.2 0.0 -0.2 0.105
H -2.721 8.459 -4.278 0.1 0.2 0.0 0.065
H -2.815 8.995 -2.559 -0.2 -0.2 -0.1 0.089
H -3.572 7.429 -3.146 0.0 0.2 0.4 0.067
H -0.191 8.029 -4.753 0.5 0.5 0.4 0.067
H -0.507 7.663 -6.226 0.4 -0.1 -0.6 0.080
C 5.793 -2.421 3.570 0.1 1.0 0.2 -0.067
C 4.304 -2.434 3.103 1.8 -0.2 -0.4 -0.390
C 3.885 -1.164 2.295 0.4 -0.1 -0.5 -0.183
O 4.614 -1.049 1.062 1.1 -0.7 1.3 -0.186
C 4.254 -0.012 0.173 -1.1 -0.3 1.0 -0.109
N 4.187 -3.720 2.411 -0.7 0.5 -0.4 0.049
H 6.094 -1.611 4.235 -0.6 0.0 0.6 0.066
H 6.520 -2.194 2.790 -0.4 -0.5 -0.8 0.072
H 6.076 -3.376 4.014 -0.2 0.0 0.1 0.072
H 3.635 -2.564 3.954 0.1 0.5 0.3 0.100
H 4.045 -0.278 2.908 0.3 0.3 0.3 0.121
H 2.812 -1.156 2.102 -0.1 -0.4 -0.3 0.082
H 3.521 -0.502 -0.468 0.0 0.8 -0.6 0.075
H 5.090 0.475 -0.329 0.3 -0.8 -0.2 0.084
H 3.808 0.805 0.740 -0.5 0.2 0.0 0.084
H 3.395 -3.594 1.797 -0.4 -0.6 -0.4 0.059
H 4.974 -3.844 1.790 0.2 0.1 -0.2 0.072
C -1.066 -6.425 1.582 -0.8 1.5 1.5 -0.081
C -0.087 -7.022 0.633 -0.1 0.5 1.4 -0.444
C 1.353 -6.591 0.893 0.7 0.6 -1.2 -0.223
O 1.911 -6.997 2.111 -0.3 0.1 1.0 -0.187
C 3.266 -7.410 2.126 -0.3 -0.1 -0.7 -0.099
N -0.213 -8.406 0.936 0.2 -2.3 -1.0 0.035
H -1.266 -5.355 1.518 0.2 0.1 -0.4 0.054
H -0.665 -6.545 2.589 0.2 0.0 0.2 0.079
H -2.029 -6.927 1.668 0.0 -0.1 -0.6 0.083
H -0.320 -6.786 -0.405 0.0 -0.2 -0.1 0.137
H 1.483 -5.515 0.774 -0.1 0.3 0.0 0.114
H 1.864 -7.062 0.053 0.7 -0.1 -0.1 0.102
H 4.014 -6.697 1.780 -0.3 0.7 0.0 0.069
H 3.351 -8.239 1.425 0.2 -0.6 0.3 0.081
H 3.536 -7.654 3.154 -0.2 -0.3 -0.1 0.088
H 0.398 -8.937 0.333 0.1 -0.4 -0.4 0.070
H 0.176 -8.594 1.849 -0.1 0.3 0.4 0.076
C 3.745 5.635 2.845 1.0 3.9 2.2 -0.842
O 4.272 6.379 3.654 1.2 -0.1 1.2 0.029
N 4.263 5.239 1.753 5.6 -1.9 -4.5 0.173
N 2.506 5.424 2.797 -7.5 -1.6 1.1 0.184
H 3.790 4.915 0.921 0.3 0.2 0.6 0.070
H 5.232 5.523 1.710 0.0 -0.4 -0.7 0.129
H 1.879 5.823 3.481 0.2 -0.4 -0.2 0.126
H 2.164 4.788 2.091 -0.7 0.2 0.6 0.095
C -0.367 1.270 -5.216 -1.8 0.6 -2.9 -0.743
O -1.106 0.680 -5.997 0.9 -0.7 -0.6 0.012
N -0.810 1.537 -4.018 -1.0 0.0 3.3 0.176
N 0.717 1.988 -5.534 2.2 0.4 -0.3 0.163
H -1.799 1.342 -3.954 0.3 0.1 0.7 0.128
H -0.339 2.184 -3.401 -0.6 -0.2 0.1 0.081
H 1.175 2.429 -4.749 0.4 0.0 -0.6 0.060
H 1.184 1.971 -6.429 -0.3 -0.3 0.3 0.122
C -2.413 5.758 4.346 -6.8 -0.3 1.0 -0.864
O -3.547 5.344 4.331 -1.2 -1.5 0.1 0.066
N -2.129 6.753 5.120 0.4 5.0 5.3 0.139
N -1.445 5.425 3.662 7.3 -2.5 -4.8 0.209
H -2.615 6.652 5.999 -0.2 0.7 -0.1 0.115
H -1.247 7.238 5.207 0.0 -0.4 -0.2 0.100
H -0.628 5.866 4.061 0.6 -1.0 -1.0 0.109
H -1.369 4.603 3.081 -0.1 0.2 0.0 0.080
C 0.308 -1.940 4.691 -0.8 0.1 -0.3 -0.753
O -0.864 -2.001 4.422 -1.8 0.4 -1.4 0.048
N 1.253 -1.225 4.101 0.6 1.8 -1.9 0.192
N 0.786 -2.629 5.674 1.9 -2.5 3.6 0.171
H 0.953 -0.664 3.316 0.4 0.2 0.2 0.109
H 2.209 -1.236 4.429 -0.4 0.2 -0.4 0.088
H 0.200 -3.298 6.152 0.3 0.3 -0.1 0.127
H 1.767 -2.531 5.893 -0.4 -0.5 0.3 0.106
C -3.429 5.831 0.162 -3.1 -0.5 4.6 -0.791
O -4.064 5.722 1.204 -0.1 0.5 -0.3 0.058
N -2.158 5.907 0.063 6.1 0.7 0.8 0.182
N -3.913 5.837 -1.039 -2.7 0.1 -4.7 0.160
H -1.579 5.823 0.886 -0.2 0.1 -0.2 0.099
H -1.777 6.310 -0.781 0.3 0.0 0.3 0.084
H -4.910 5.885 -1.196 0.3 -0.4 0.0 0.123
H -3.280 5.356 -1.662 -0.9 0.1 -0.6 0.090
C -3.898 -4.180 3.072 0.1 -1.1 -0.9 -0.711
O -4.826 -4.935 3.347 -0.7 0.7 0.2 -0.008
N -2.741 -4.267 3.738 1.4 -0.4 1.5 0.162
N -3.861 -3.358 1.993 -0.9 0.2 0.2 0.173
H -2.837 -4.724 4.633 0.2 -0.1 -0.3 0.108
H -1.955 -3.639 3.653 -0.4 0.4 0.0 0.063
H -4.775 -3.197 1.595 0.6 0.0 -0.4 0.100
H -2.976 -3.121 1.567 -0.3 0.3 -0.3 0.056
```
Positions in Å, forces in eV/Å.

Net charge   -1
Energy above the lowest of the compared OMol25 structures with the same formula, charge and spin   172.0 kcal per mole